No. 1
DFT (wB97M-V/def2-TZVPD) results for a 15-piece molecular cluster, C60H105N15 overall.

Values from the calculation:
ΔE to the lowest compared entry with this formula, charge and spin = 60.86 kcal per mole
Highest occupied orbital energy = -10.9544 eV
Orbital gap = 11.19 eV
Charge = 0

Each line ends with the Mulliken charge.
Positions of all 180 atoms, in Å:
1 N -1.22 1.66 -5.63  -0.500
2 N -7.10 -1.19 6.08  -0.529
3 N 3.22 2.83 -2.23  -0.239
4 N -2.20 -0.19 -1.70  -0.086
5 N 8.01 4.05 -3.75  -0.490
6 N 2.87 -3.89 3.38  -0.564
7 N -0.91 -3.44 -7.87  -0.558
8 N 2.09 2.86 3.37  -0.568
9 N -1.18 -2.01 4.84  -0.224
10 N 2.19 -3.48 -3.00  -0.270
11 N -3.30 -4.12 -2.03  -0.645
12 N -1.96 3.24 -0.46  -0.341
13 N -5.96 1.43 -2.61  -0.600
14 N 1.06 5.96 -2.71  -0.647
15 N 0.90 0.88 6.28  -0.539
16 C -5.00 -1.47 4.61  1.215
17 C 0.27 -0.50 1.11  0.338
18 C -5.64 -3.87 3.74  -1.365
19 C -5.52 -1.46 -0.36  -0.359
20 C 4.34 0.18 1.55  -0.470
21 C -3.00 2.96 -0.02  0.118
22 C 4.00 -2.97 -5.89  -0.395
23 C 3.55 0.72 4.00  0.098
24 C -4.21 2.32 2.09  -0.938
25 C -2.28 -3.89 -1.52  -0.143
26 C -1.09 0.14 -1.52  -0.552
27 C 5.18 -4.94 0.55  -1.349
28 C 1.93 7.17 1.10  -1.307
29 C -4.60 -2.93 4.40  0.445
30 C -2.62 -1.89 -6.60  -0.628
31 C -5.90 0.28 -2.74  0.388
32 C 2.89 -3.85 2.21  0.152
33 C -0.30 -2.64 5.26  0.174
34 C 2.72 2.96 -3.22  -0.113
35 C -3.55 1.03 2.41  0.291
36 C -6.15 -1.29 5.43  0.101
37 C -5.88 -1.16 -2.92  0.437
38 C 7.42 4.08 -2.74  0.154
39 C 8.12 2.72 -0.02  -1.332
40 C -2.49 -1.82 -5.07  0.433
41 C 1.50 5.05 -0.25  0.985
42 C 1.05 5.93 0.91  -0.422
43 C 1.28 5.60 -1.61  0.140
44 C -2.05 -3.40 1.51  -0.879
45 C 0.63 -2.38 8.19  -0.870
46 C 2.66 -2.94 -6.69  -0.677
47 C 0.59 -3.62 7.35  -0.832
48 C 2.96 -3.73 0.74  0.655
49 C -1.68 -2.78 -7.30  0.216
50 C -1.75 3.44 5.82  -1.216
51 C 6.68 4.20 -1.48  -0.201
52 C -2.37 4.90 -4.32  -1.168
53 C -3.22 2.52 -4.17  0.699
54 C -3.56 3.98 -4.49  -0.794
55 C -2.07 2.04 -4.95  0.117
56 C -6.40 -1.87 -1.61  -0.931
57 C 1.89 0.53 -4.85  0.165
58 C 0.77 -3.45 5.85  -0.176
59 C 4.41 -3.62 0.27  -0.436
60 C -1.77 0.88 6.26  0.824
61 C 3.02 -3.69 -3.77  0.196
62 C 6.73 2.96 -0.58  0.008
63 C -2.40 2.26 6.60  -0.716
64 C 0.64 0.73 0.24  0.115
65 C 2.00 3.07 -4.50  0.187
66 C -4.27 2.59 0.59  0.509
67 C 0.29 0.55 -1.28  0.313
68 C 4.07 -4.03 -4.74  -0.557
69 C 2.72 1.92 3.64  0.256
70 C 2.13 1.90 -5.47  -1.105
71 C -0.97 -4.03 0.63  -0.438
72 C 4.69 0.48 3.03  -1.071
73 C -0.27 0.87 6.27  0.026
74 C -1.05 -1.90 -4.60  -0.206
75 C -1.01 -3.71 -0.87  1.201
76 H 3.89 1.00 5.00  0.461
77 H -0.52 -2.81 -4.86  0.480
78 H -2.23 -2.34 1.37  -0.103
79 H -3.07 -3.78 1.40  0.588
80 H 2.63 -2.09 -7.38  0.368
81 H 0.01 -3.76 1.01  -0.209
82 H -2.23 -0.92 -6.90  0.199
83 H 2.37 3.96 -5.01  0.538
84 H -2.10 0.59 5.26  -0.521
85 H 1.82 -0.22 -5.64  0.133
86 H -5.56 -0.40 -0.11  0.167
87 H 4.37 -3.45 -0.81  0.360
88 H -3.04 -2.66 -4.66  0.393
89 H -1.71 4.98 -5.19  0.352
90 H 0.96 0.60 -4.30  -0.566
91 H -2.11 0.16 7.00  0.361
92 H -1.77 3.39 4.73  0.230
93 H 1.72 0.88 0.29  -0.406
94 H 4.11 -2.00 -5.42  0.200
95 H 2.97 -0.20 4.13  0.024
96 H 4.62 -5.82 0.24  0.317
97 H -1.80 4.75 -3.40  0.217
98 H -6.49 -4.08 4.38  0.423
99 H -3.68 -2.97 3.82  -0.465
100 H 0.97 -0.22 -1.61  0.220
101 H -4.03 1.91 -4.58  0.126
102 H -0.94 -5.11 0.77  0.638
103 H 8.55 3.64 0.39  0.336
104 H -4.19 -0.85 5.00  -0.651
105 H 5.30 -0.35 3.40  0.384
106 H 0.95 3.16 -4.22  -0.193
107 H -1.76 -3.34 2.56  0.065
108 H -3.47 2.32 6.40  0.387
109 H 1.45 1.99 -6.31  0.380
110 H 0.63 -2.73 9.22  0.374
111 H 8.80 2.45 -0.82  0.355
112 H 1.09 5.28 1.79  0.307
113 H -1.05 -1.80 -3.51  -0.660
114 H 3.15 1.91 -5.85  0.462
115 H -2.49 1.18 2.18  0.154
116 H -0.21 -1.74 7.95  0.079
117 H -0.30 -4.19 7.64  0.375
118 H -5.14 -4.80 3.49  0.381
119 H 5.19 -0.11 0.94  0.438
120 H 0.81 -4.45 5.42  0.393
121 H 3.97 1.12 1.13  0.155
122 H 5.43 -5.10 1.60  0.352
123 H -2.92 -0.89 -4.69  -0.351
124 H -4.87 -1.43 -3.24  -0.567
125 H -6.09 -3.54 2.80  0.246
126 H -5.24 2.27 2.44  0.394
127 H -5.20 -1.05 3.62  -0.099
128 H 2.10 7.74 0.19  0.333
129 H -5.78 -2.06 0.51  0.057
130 H 0.07 6.29 0.59  0.337
131 H -0.76 -2.66 -1.02  -0.909
132 H 4.77 -3.07 -6.66  0.356
133 H 0.71 -0.44 2.10  0.449
134 H 3.85 -5.06 -5.01  0.315
135 H -3.67 -2.01 -6.86  0.471
136 H -0.71 3.47 6.13  0.436
137 H 3.60 -0.62 1.49  -0.061
138 H 2.88 6.91 1.57  0.318
139 H 6.02 3.10 0.24  0.149
140 H 0.46 1.49 -1.82  0.268
141 H 2.56 4.80 -0.18  0.189
142 H -4.29 -3.37 5.34  0.401
143 H 6.98 5.15 -1.05  0.377
144 H -3.82 4.06 -5.54  0.309
145 H -7.47 -1.69 -1.50  0.403
146 H -4.45 -1.64 -0.49  0.076
147 H -4.91 3.45 0.40  0.492
148 H 6.34 2.14 -1.17  0.278
149 H 2.46 -4.57 0.25  0.630
150 H 0.94 4.11 -0.22  -0.605
151 H 2.42 -2.87 0.35  -0.595
152 H 2.53 -3.86 -7.25  0.439
153 H -2.20 2.48 7.65  0.333
154 H -3.85 0.22 1.75  0.030
155 H 4.94 -2.75 0.64  0.103
156 H -6.54 -1.44 -3.74  0.464
157 H 6.13 -4.85 0.02  0.414
158 H 1.54 -1.79 8.03  0.300
159 H 1.34 -4.33 7.71  0.383
160 H 1.81 -2.87 -6.01  -0.178
161 H 5.02 -4.05 -4.21  0.337
162 H 5.36 1.34 2.99  0.372
163 H -0.80 -0.50 1.34  -0.348
164 H -0.54 -1.04 -5.04  0.045
165 H -2.34 4.31 6.13  0.369
166 H 8.10 1.90 0.69  0.349
167 H 2.72 0.27 -4.19  0.439
168 H 0.22 1.65 0.63  0.224
169 H -4.36 4.27 -3.80  0.400
170 H -0.28 -4.26 -1.47  0.651
171 H -3.74 3.14 2.64  0.291
172 H 0.56 -1.42 0.60  -0.678
173 H -6.45 -2.96 -1.74  0.414
174 H 1.68 -2.87 5.73  0.115
175 H -3.69 0.67 3.43  -0.281
176 H -2.79 5.90 -4.23  0.412
177 H -3.11 2.30 -3.11  -0.181
178 H -4.67 1.68 0.14  -0.602
179 H 5.64 4.34 -1.78  -0.001
180 H 1.37 7.84 1.75  0.379

No. 2
DFT (wB97M-V/def2-TZVPD) results for C9H19BrMnNO as an isolated structure.

Values from the calculation:
ΔE to the lowest compared entry with this formula, charge and spin = 42.92 kcal per mole
Highest occupied orbital energy (alpha / beta) = -11.7358 / -9.4074 eV
2S+1 = 6
Orbital gap (alpha / beta) = 7.78 / 2.69 eV
Charge = +1

Each line ends with the natural charge from an NBO analysis.
Positions of all 32 atoms, in Å:
1 Br -11.29 14.47 12.25  -0.852
2 Mn -10.11 16.33 13.66  0.881
3 O -12.51 14.24 9.02  -0.524
4 N -13.84 13.84 8.57  0.293
5 C -14.31 12.48 8.98  0.076
6 C -14.69 15.08 8.76  0.100
7 C -16.09 14.67 8.16  -0.424
8 C -16.70 13.43 8.70  -0.393
9 C -13.42 11.51 8.22  -0.656
10 C -14.11 16.13 7.77  -0.636
11 C -15.79 12.18 8.48  -0.404
12 C -14.77 15.62 10.21  -0.646
13 C -14.10 12.22 10.55  -0.614
14 H -16.25 11.42 9.10  0.244
15 H -14.59 11.30 10.87  0.257
16 H -15.77 11.85 7.44  0.225
17 H -12.35 11.65 8.32  0.242
18 H -17.71 13.32 8.32  0.242
19 H -14.54 17.11 7.93  0.243
20 H -14.98 14.98 11.07  0.237
21 H -16.05 14.36 7.11  0.219
22 H -13.53 10.48 8.56  0.246
23 H -13.42 11.44 7.13  0.243
24 H -14.04 15.87 6.72  0.240
25 H -14.48 13.06 11.12  0.225
26 H -16.80 15.48 8.32  0.239
27 H -16.66 13.53 9.78  0.190
28 H -13.05 16.31 7.96  0.239
29 H -13.79 16.02 10.48  0.244
30 H -13.05 12.05 10.78  0.245
31 H -12.51 14.17 9.97  0.521
32 H -15.51 16.42 10.30  0.258

| no. | largest force on an atom (eV/Å) | E (eV) |
| --- | --- | --- |
| 1 | 3.583 | -86271.6302 |
| 2 | 4.943 | -114529.9526 |